C98H222N10O18 | ωB97M-V/def2-TZVPD

Positions of all 348 atoms, in Å:
1 C -21.44822 3.08673 -22.71850
2 C -21.71443 2.22590 -23.97673
3 C -22.32977 3.16980 -25.04682
4 C -22.04627 2.67166 -26.48809
5 C -20.54626 2.42022 -26.76216
6 C -19.93874 1.43079 -25.68948
7 N -20.39304 1.71736 -24.30443
8 O -19.83358 0.93489 -23.35764
9 C -20.45086 -0.07755 -26.11502
10 C -18.45168 1.64925 -25.78865
11 C -22.74752 1.09063 -23.72811
12 H -20.99469 2.46630 -21.94554
13 H -22.34801 3.60506 -22.38713
14 H -20.63334 3.76773 -22.96408
15 H -23.39444 3.37145 -24.92885
16 H -21.87201 4.15604 -24.97020
17 H -22.30113 3.47372 -27.18082
18 H -22.65161 1.77101 -26.59044
19 H -20.13354 3.41015 -26.56772
20 H -20.37757 2.06755 -27.77964
21 H -20.65948 -0.70852 -25.25104
22 H -21.37567 -0.06251 -26.69173
23 H -19.76847 -0.60661 -26.78025
24 H -18.07772 1.65165 -26.81249
25 H -18.30009 2.65625 -25.39997
26 H -17.84250 0.95579 -25.20889
27 H -22.81507 0.40811 -24.57529
28 H -23.77313 1.40101 -23.52840
29 H -22.39233 0.60506 -22.81918
30 H -19.93380 0.07011 -23.76224
31 C -21.67419 -1.91687 -18.61817
32 C -22.23695 -0.78632 -17.71380
33 C -21.88605 -1.01629 -16.23035
34 C -20.50680 -0.53078 -15.80657
35 C -20.18896 0.85314 -16.30757
36 C -20.58330 1.24156 -17.79494
37 N -21.90767 0.59245 -18.12281
38 O -22.36755 0.85477 -19.48461
39 C -20.77334 2.79747 -17.89167
40 C -19.42535 0.70273 -18.73207
41 C -23.79651 -0.86284 -17.81754
42 H -21.99053 -2.90386 -18.28073
43 H -20.58592 -1.97615 -18.63468
44 H -22.14660 -1.78245 -19.59124
45 H -22.57326 -0.45806 -15.59456
46 H -22.03281 -2.05091 -15.92035
47 H -19.85426 -1.24396 -16.31020
48 H -20.37065 -0.60608 -14.72773
49 H -19.10282 0.94461 -16.30955
50 H -20.67369 1.52663 -15.60078
51 H -21.69875 3.11327 -18.37332
52 H -20.68548 3.28739 -16.92195
53 H -19.95877 3.26180 -18.44753
54 H -18.70808 1.50931 -18.88388
55 H -18.78174 -0.06716 -18.30646
56 H -19.79305 0.42824 -19.72079
57 H -24.28859 -0.76934 -18.78565
58 H -24.32228 -0.15268 -17.17931
59 H -24.07075 -1.90490 -17.65324
60 H -23.07144 1.49486 -19.35650
61 C -26.85148 7.06810 -28.19642
62 C -25.83600 6.62053 -27.14399
63 C -24.61018 7.57741 -27.36270
64 C -23.61030 7.55538 -26.22004
65 C -24.35084 7.91552 -24.95992
66 C -25.50201 6.93559 -24.62907
67 N -26.40480 6.81191 -25.79183
68 O -27.45952 6.08043 -25.49057
69 C -24.94424 5.65709 -24.06341
70 C -26.36154 7.60203 -23.51398
71 C -25.43124 5.24022 -27.51492
72 H -27.77401 6.49257 -28.12025
73 H -26.41720 7.05055 -29.19602
74 H -27.16478 8.10460 -28.07149
75 H -24.09195 7.41237 -28.30732
76 H -24.94379 8.61510 -27.36510
77 H -22.82340 8.28620 -26.40657
78 H -23.24577 6.52815 -26.21612
79 H -24.69413 8.93886 -25.11173
80 H -23.71015 8.02678 -24.08515
81 H -25.69196 4.87037 -24.16379
82 H -24.08605 5.24925 -24.59753
83 H -24.82723 5.81912 -22.99189
84 H -27.05521 6.83354 -23.17291
85 H -25.66460 7.90856 -22.73396
86 H -26.84372 8.48453 -23.93444
87 H -25.09180 5.15387 -28.54712
88 H -26.26303 4.56157 -27.32612
89 H -24.62249 4.86626 -26.88709
90 H -28.15943 6.73601 -25.44653
91 C -17.18996 -2.58196 -26.18708
92 C -17.27990 -3.08712 -24.70884
93 C -17.40105 -1.75432 -23.81122
94 C -18.00762 -2.05946 -22.39393
95 C -19.39811 -2.70184 -22.59341
96 C -19.30702 -4.04936 -23.25623
97 N -18.60445 -3.88415 -24.57780
98 O -18.87351 -4.82475 -25.47289
99 C -18.60768 -5.07128 -22.39728
100 C -20.77683 -4.43548 -23.44553
101 C -15.95904 -3.87869 -24.23264
102 H -17.79748 -1.70707 -26.41856
103 H -17.59344 -3.31290 -26.88781
104 H -16.16037 -2.33002 -26.44116
105 H -16.44949 -1.28612 -23.55937
106 H -17.91268 -0.94511 -24.33228
107 H -18.23498 -1.14204 -21.85101
108 H -17.36188 -2.69105 -21.78385
109 H -20.01427 -1.92927 -23.05337
110 H -19.86171 -2.87991 -21.62311
111 H -17.55800 -4.90347 -22.15622
112 H -19.07098 -5.17151 -21.41575
113 H -18.53731 -6.01041 -22.94607
114 H -21.44858 -4.26769 -22.60370
115 H -21.22476 -3.90272 -24.28436
116 H -20.89273 -5.49817 -23.65849
117 H -16.11011 -4.94602 -24.39411
118 H -15.69324 -3.73135 -23.18586
119 H -15.04920 -3.73626 -24.81576
120 H -18.40107 -5.59124 -25.13989
121 C -15.79384 3.08293 -19.84458
122 C -16.48695 2.89723 -21.26412
123 C -17.93224 3.33015 -21.19420
124 C -18.19565 4.78109 -21.46627
125 C -17.45598 5.21068 -22.73369
126 C -15.88568 5.04254 -22.63785
127 N -15.71460 3.62229 -22.27141
128 O -14.37276 3.17872 -22.40594
129 C -15.35800 5.24450 -24.06661
130 C -15.32727 6.01517 -21.62726
131 C -16.64921 1.49056 -21.69074
132 H -14.72463 2.88763 -19.92667
133 H -16.30398 2.40367 -19.16160
134 H -15.97686 4.06650 -19.41191
135 H -18.58528 2.80843 -21.89382
136 H -18.38671 3.23544 -20.20801
137 H -17.94374 5.40867 -20.61141
138 H -19.24369 4.78558 -21.76574
139 H -17.80154 6.22969 -22.90776
140 H -17.89462 4.57423 -23.50222
141 H -15.48320 4.39568 -24.73887
142 H -15.61566 6.14890 -24.61775
143 H -14.29458 5.48328 -24.05154
144 H -14.27082 6.19967 -21.82210
145 H -15.77434 6.98868 -21.82847
146 H -15.29221 5.83287 -20.55319
147 H -16.98150 0.86107 -20.86526
148 H -15.63868 1.13499 -21.89196
149 H -17.15123 1.36023 -22.64944
150 H -14.43649 2.58299 -23.15602
151 C -22.49668 -3.35155 -27.18583
152 C -22.65085 -4.86505 -27.58419
153 C -23.68448 -5.58790 -26.64475
154 C -25.18217 -5.43672 -26.97273
155 C -25.36235 -5.81403 -28.49959
156 C -24.47337 -5.00717 -29.43674
157 N -23.05919 -5.05967 -29.01743
158 O -22.17284 -4.61174 -29.97839
159 C -24.86740 -5.36742 -30.90834
160 C -24.96843 -3.51098 -29.35488
161 C -21.25440 -5.47181 -27.26720
162 H -21.88624 -2.81480 -27.91203
163 H -22.05847 -3.26716 -26.19137
164 H -23.39680 -2.75985 -27.01918
165 H -23.43535 -6.63984 -26.50526
166 H -23.56097 -5.14497 -25.65649
167 H -25.52711 -4.42217 -26.77323
168 H -25.77162 -6.11806 -26.35919
169 H -26.40675 -5.80665 -28.81149
170 H -25.12106 -6.87617 -28.54121
171 H -24.59246 -6.39874 -31.12941
172 H -25.94715 -5.32779 -31.05214
173 H -24.32007 -4.72942 -31.60224
174 H -24.89812 -2.99672 -28.39640
175 H -24.35681 -2.93254 -30.04730
176 H -25.94996 -3.50845 -29.82890
177 H -21.19664 -6.51718 -27.57049
178 H -21.16922 -5.50243 -26.18097
179 H -20.49233 -4.85663 -27.74563
180 H -22.11010 -5.41092 -30.50657
181 C -15.12266 0.57761 -27.84803
182 C -13.73488 1.14958 -27.81551
183 C -13.59083 1.98882 -26.49127
184 C -13.32210 1.25298 -25.21806
185 C -12.12336 0.33887 -25.49289
186 C -12.33464 -0.67171 -26.63392
187 N -12.62245 0.13629 -27.84149
188 O -12.62768 -0.65198 -28.95414
189 C -10.94928 -1.34982 -26.80157
190 C -13.42251 -1.77007 -26.17888
191 C -13.59241 2.06750 -29.05578
192 H -15.08182 -0.09824 -28.70223
193 H -15.89521 1.32249 -28.03883
194 H -15.31147 0.11765 -26.87803
195 H -12.82148 2.73096 -26.70440
196 H -14.49605 2.58998 -26.40586
197 H -14.12442 0.72938 -24.69823
198 H -12.97916 1.95864 -24.46139
199 H -11.50399 0.03730 -24.64818
200 H -11.33147 0.99678 -25.85092
201 H -10.98890 -2.23080 -27.44220
202 H -10.15082 -0.72359 -27.19957
203 H -10.60286 -1.74019 -25.84465
204 H -14.04835 -1.41189 -25.36149
205 H -14.12810 -2.12183 -26.93155
206 H -12.87423 -2.67344 -25.91168
207 H -14.51301 2.57118 -29.35055
208 H -13.33618 1.51004 -29.95671
209 H -12.71642 2.70500 -28.93594
210 H -11.87589 -0.40001 -29.49535
211 C -16.34791 -2.49942 -32.51825
212 C -17.13136 -1.43729 -31.69400
213 C -16.17375 -0.25718 -31.45145
214 C -16.01544 0.67508 -32.65568
215 C -17.46854 1.09908 -32.95972
216 C -18.45850 -0.04009 -33.42833
217 N -18.42720 -1.00760 -32.28624
218 O -19.24550 -2.09018 -32.48687
219 C -19.88992 0.65430 -33.43436
220 C -18.01746 -0.65999 -34.78908
221 C -17.53973 -2.00476 -30.25388
222 H -15.83515 -3.15368 -31.81319
223 H -15.73784 -2.03856 -33.29511
224 H -17.00760 -3.16468 -33.07532
225 H -16.57013 0.21889 -30.55460
226 H -15.17143 -0.61669 -31.21860
227 H -15.50346 0.13784 -33.45402
228 H -15.37380 1.50872 -32.37032
229 H -17.38196 1.77590 -33.80974
230 H -17.89328 1.58067 -32.07895
231 H -20.66743 -0.09079 -33.60303
232 H -20.11270 1.06518 -32.44966
233 H -20.06660 1.38525 -34.22341
234 H -17.06997 -1.19702 -34.74495
235 H -18.77270 -1.37728 -35.11036
236 H -17.89043 0.15299 -35.50393
237 H -18.17585 -1.29153 -29.72971
238 H -16.64824 -2.16381 -29.64719
239 H -18.06855 -2.95781 -30.24182
240 H -19.83569 -2.05450 -31.73056
241 C -24.29535 4.87704 -20.15162
242 C -25.48221 4.63565 -19.31929
243 C -26.72485 5.36273 -19.81301
244 C -27.25701 4.74052 -21.14353
245 C -27.69880 3.25635 -20.97425
246 C -26.43242 2.49386 -20.31732
247 N -25.86871 3.23035 -19.14606
248 O -24.94990 2.47272 -18.46483
249 C -27.04547 1.13971 -19.70988
250 C -25.41091 2.19050 -21.47783
251 C -25.17647 5.15920 -17.89198
252 H -23.49913 4.20504 -19.83139
253 H -23.89258 5.88519 -20.05408
254 H -24.34763 4.75377 -21.23337
255 H -27.50341 5.44579 -19.05469
256 H -26.61893 6.39572 -20.14441
257 H -26.60873 4.72967 -22.01972
258 H -28.14288 5.26183 -21.50625
259 H -27.87794 2.81647 -21.95532
260 H -28.59415 3.22563 -20.35336
261 H -27.81780 1.42948 -18.99740
262 H -27.58087 0.61278 -20.49969
263 H -26.45730 0.53096 -19.02317
264 H -24.40794 2.27484 -21.05947
265 H -25.47955 1.12599 -21.70192
266 H -25.46659 2.67856 -22.45086
267 H -25.96409 5.11250 -17.13994
268 H -24.90967 6.21438 -17.95131
269 H -24.31915 4.68865 -17.41065
270 H -25.45483 1.92862 -17.85605
271 C -29.03219 -4.40987 -21.76118
272 C -27.81768 -3.55962 -21.53802
273 C -26.89228 -4.19787 -20.36450
274 C -25.48879 -3.61250 -20.12260
275 C -24.81326 -3.54072 -21.45893
276 C -25.63100 -2.86763 -22.57481
277 N -26.99903 -3.42223 -22.73645
278 O -27.71670 -2.91086 -23.79456
279 C -25.46869 -1.34891 -22.47925
280 C -24.81014 -3.33897 -23.72147
281 C -28.25783 -2.21787 -20.99973
282 H -29.62529 -4.60319 -20.86733
283 H -28.88123 -5.41299 -22.16004
284 H -29.73458 -4.12790 -22.54557
285 H -27.52450 -4.16677 -19.47714
286 H -26.84218 -5.25224 -20.63630
287 H -24.98395 -4.20835 -19.36220
288 H -25.51703 -2.56650 -19.81738
289 H -24.46577 -4.53317 -21.74598
290 H -23.92170 -2.94547 -21.26169
291 H -26.35229 -0.78671 -22.78137
292 H -25.34882 -1.10637 -21.42336
293 H -24.64613 -0.89929 -23.03544
294 H -23.75719 -3.07812 -23.61488
295 H -24.90739 -4.37264 -24.05341
296 H -25.20182 -2.85802 -24.61778
297 H -28.50712 -2.20887 -19.93865
298 H -29.13587 -1.83116 -21.51703
299 H -27.47287 -1.46164 -20.99311
300 H -27.82104 -1.98328 -23.57021
301 C -22.06255 3.46453 -30.38759
302 O -22.55397 4.41363 -31.37793
303 H -21.35151 3.90498 -29.68864
304 H -22.96734 3.09578 -29.90438
305 H -21.70299 2.54743 -30.85423
306 H -23.30790 4.10731 -31.88719
307 C -21.56235 6.68392 -23.02804
308 O -20.60712 7.38375 -23.79031
309 H -21.03980 6.15316 -22.23221
310 H -22.32007 7.30953 -22.55627
311 H -22.01748 5.92392 -23.66316
312 H -20.30563 6.84549 -24.52581
313 C -29.17515 0.88155 -24.16229
314 O -28.42344 -0.25327 -24.44330
315 H -29.27610 1.50866 -25.04809
316 H -30.17049 0.61071 -23.81009
317 H -28.64416 1.46770 -23.41223
318 H -27.91671 -0.10507 -25.24509
319 C -19.67709 7.08545 -26.94898
320 O -19.70160 5.93316 -26.12401
321 H -20.45675 7.77584 -26.62711
322 H -18.76604 7.67237 -26.83236
323 H -19.82754 6.80729 -27.99210
324 H -19.01569 5.40481 -26.53871
325 C -25.28980 0.86037 -29.94112
326 O -26.00261 -0.03597 -29.11254
327 H -24.45357 1.28385 -29.38481
328 H -24.89048 0.26814 -30.76447
329 H -25.93741 1.62604 -30.36829
330 H -26.55017 -0.55383 -29.70719
331 C -21.65007 -0.50046 -30.22444
332 O -21.03058 -1.76831 -30.32235
333 H -22.16049 -0.23127 -31.14917
334 H -22.32311 -0.63000 -29.37689
335 H -20.90690 0.22768 -29.89949
336 H -21.73130 -2.40643 -30.16936
337 C -25.83018 1.26287 -25.89845
338 O -26.94991 0.53602 -26.51429
339 H -24.97602 0.62881 -26.13615
340 H -25.63057 2.20448 -26.40994
341 H -25.81614 1.44281 -24.82349
342 H -26.77232 0.37690 -27.44421
343 C -17.73101 4.71215 -29.32053
344 O -17.02336 5.44202 -28.39632
345 H -17.06165 4.31791 -30.08513
346 H -18.04178 3.78546 -28.83808
347 H -18.64555 5.17236 -29.69461
348 H -16.92846 6.33510 -28.73543

Calculated values
E (eV): -156961.6203
Charge: 0
Multiplicity: 1
Gap between HOMO and LUMO (eV): 7.99